DFT (wB97M-V/def2-TZVPD) results for a cluster of 11 separate species, C35H95N3O12 in total at a distorted geometry.

Each atom is followed by the atoms it is bonded to, with distances in Å.
Atoms and positions in Å:
1 C -23.86854 -7.87620 1.45074  C2 1.520, O4 1.395, H5 1.085, H6 1.077
2 C -24.42980 -8.84778 2.47631  C1 1.520, O3 1.402, H7 1.079, H8 1.171
3 O -25.82905 -8.92123 2.44471  C2 1.402, H9 0.937
4 O -24.22302 -6.57901 1.82027  C1 1.395, H10 1.022
5 H -24.24101 -8.17078 0.47525  C1 1.085
6 H -22.81324 -8.08400 1.39447  C1 1.077
7 H -24.17647 -8.43595 3.44140  C2 1.079
8 H -23.90485 -9.88108 2.31147  C2 1.171
9 H -26.21847 -8.10328 2.68384  O3 0.937
10 H -23.87663 -5.91252 1.12701  O4 1.022
11 C -18.75094 -0.70089 -4.88917  C12 1.531, H15 1.090, H16 1.066, H17 1.130
12 C -19.39537 -1.99227 -4.37931  C11 1.531, C13 1.539, O14 1.462, H18 1.071
13 C -20.38568 -2.63186 -5.36918  C12 1.539, H19 1.113, H20 1.110, H21 1.084
14 O -18.37710 -3.02544 -4.19566  C12 1.462, H22 0.993
15 H -18.07868 -1.09350 -5.65141  C11 1.090
16 H -18.14212 -0.22204 -4.15729  C11 1.066
17 H -19.60518 -0.07389 -5.28116  C11 1.130
18 H -19.99022 -1.87016 -3.49703  C12 1.071
19 H -21.22179 -1.89795 -5.36943  C13 1.113
20 H -20.79238 -3.51861 -4.83923  C13 1.110
21 H -20.00966 -2.87454 -6.35663  C13 1.084
22 H -18.13169 -3.05218 -3.23372  O14 0.993
23 C -22.52830 -3.78381 3.15347  C24 1.508, H27 1.089, H28 1.119, H29 1.125
24 C -21.23168 -4.53453 3.32432  C23 1.508, C25 1.560, O26 1.486, H30 1.104
25 C -21.16975 -5.34769 4.65398  C24 1.560, H31 1.054, H32 1.132, H33 1.071
26 O -20.98778 -5.33414 2.09577  C24 1.486, H34 0.980
27 H -22.76513 -3.14501 4.00281  C23 1.089
28 H -23.41956 -4.45895 3.12036  C23 1.119
29 H -22.53811 -3.10113 2.25941  C23 1.125
30 H -20.50289 -3.70792 3.26020  C24 1.104
31 H -21.74314 -6.23074 4.60241  C25 1.054
32 H -21.53211 -4.67421 5.48818  C25 1.132
33 H -20.12965 -5.57020 4.78192  C25 1.071
34 H -20.14260 -5.82651 2.15075  O26 0.980
35 C -26.78795 -8.17128 -2.94637  C36 1.560, H39 1.054, H40 1.103, H41 1.131
36 C -27.72249 -6.99355 -2.53005  C35 1.560, C37 1.487, O38 1.449, H42 1.089
37 C -28.19411 -6.19388 -3.69181  C36 1.487, H43 1.107, H44 1.106, H45 1.059
38 O -28.77623 -7.54818 -1.70365  C36 1.449, H46 0.978
39 H -26.67856 -8.78490 -2.09608  C35 1.054
40 H -25.87689 -7.78153 -3.43007  C35 1.103
41 H -27.42288 -8.72997 -3.69707  C35 1.131
42 H -27.16179 -6.33393 -1.86953  C36 1.089
43 H -28.60009 -6.80743 -4.51912  C37 1.107
44 H -27.25025 -5.72727 -4.03003  C37 1.106
45 H -28.86474 -5.44474 -3.36052  C37 1.059
46 H -28.86901 -8.49289 -1.93911  O38 0.978
47 C -22.74222 -5.30379 -2.40851  C48 1.510, H51 1.089, H52 1.053, H53 1.122
48 C -22.01948 -5.44910 -1.09062  C47 1.510, C49 1.528, O50 1.435, H54 1.194
49 C -20.65729 -4.75735 -1.12426  C48 1.528, H55 1.069, H56 1.082, H57 1.107
50 O -22.76529 -5.05637 0.07130  C48 1.435, H58 0.940
51 H -23.72874 -5.76155 -2.34981  C47 1.089
52 H -22.24248 -5.69501 -3.24919  C47 1.053
53 H -22.90943 -4.19937 -2.51596  C47 1.122
54 H -21.83874 -6.62742 -1.01594  C48 1.194
55 H -20.01689 -5.06109 -0.32381  C49 1.069
56 H -20.83679 -3.70574 -0.94375  C49 1.082
57 H -20.10548 -4.82717 -2.08170  C49 1.107
58 H -22.11352 -5.04736 0.74848  O50 0.940
59 C -19.23846 -8.32413 2.68666  C60 1.503, H63 1.058, H64 1.089, H65 1.119
60 C -18.00882 -7.46425 2.77446  C59 1.503, C61 1.513, O62 1.475, H66 1.146
61 C -16.99591 -7.68776 1.67294  C60 1.513, H67 1.103, H68 1.077, H69 1.060
62 O -18.49826 -6.07936 2.64484  C60 1.475, H70 0.935
63 H -19.51275 -8.44647 1.67225  C59 1.058
64 H -20.07285 -8.08066 3.34310  C59 1.089
65 H -18.94892 -9.34590 3.03792  C59 1.119
66 H -17.40999 -7.53216 3.74909  C60 1.146
67 H -16.43608 -8.63759 1.69307  C61 1.103
68 H -16.31949 -6.85076 1.62347  C61 1.077
69 H -17.53152 -7.75033 0.76071  C61 1.060
70 H -17.90144 -5.64830 2.06839  O62 0.935
71 C -16.37573 -3.62908 0.43162  C72 1.524, H75 1.063, H76 1.144, H77 1.165
72 C -17.20217 -2.92885 -0.63984  C71 1.524, C73 1.475, O74 1.422, H78 1.150
73 C -16.94029 -1.49321 -0.85678  C72 1.475, H79 1.083, H80 1.134, H81 1.104
74 O -16.95978 -3.63429 -1.85072  C72 1.422, H82 1.014
75 H -15.34364 -3.37452 0.40857  C71 1.063
76 H -16.38170 -4.74815 0.19564  C71 1.144
77 H -16.78739 -3.57014 1.51964  C71 1.165
78 H -18.31467 -3.05405 -0.37809  C72 1.150
79 H -17.13849 -0.83463 -0.01978  C73 1.083
80 H -17.59829 -1.06459 -1.67516  C73 1.134
81 H -15.86972 -1.30992 -1.05516  C73 1.104
82 H -17.50409 -4.48860 -1.90126  O74 1.014
83 C -16.72182 -7.75452 -4.50299  C84 1.519, H87 1.087, H88 1.106, H89 1.086
84 C -16.61035 -6.57587 -3.55189  C83 1.519, C85 1.587, O86 1.406, H90 1.067
85 C -15.95650 -5.46611 -4.47980  C84 1.587, H91 1.075, H92 1.078, H93 1.082
86 O -17.83565 -6.11966 -3.03425  C84 1.406, H94 0.969
87 H -15.70512 -8.00446 -4.79512  C83 1.087
88 H -17.37069 -7.48862 -5.35791  C83 1.106
89 H -17.03677 -8.66821 -4.00814  C83 1.086
90 H -15.93440 -6.82653 -2.76560  C84 1.067
91 H -15.06219 -5.84104 -4.94280  C85 1.075
92 H -15.71559 -4.56642 -3.93725  C85 1.078
93 H -16.75449 -5.14966 -5.13843  C85 1.082
94 H -18.50102 -6.14281 -3.73851  O86 0.969
95 C -21.34225 -0.98185 -0.96295  C96 1.494, H101 1.116, H102 1.089, H103 1.081
96 C -22.35641 -1.22291 0.10765  C95 1.494, C97 1.546, N100 1.432, H104 1.076
97 C -21.86129 -0.53704 1.40180  C96 1.546, O98 1.421, H105 1.122, H106 1.105
98 O -20.62141 -1.07978 1.83319  C97 1.421, C99 1.375
99 C -20.02435 -0.46406 2.90814  O98 1.375, H107 1.066, H108 1.081, H109 1.100
100 N -23.64667 -0.72010 -0.25720  C96 1.432, H110 0.985, H111 1.002
101 H -21.21237 0.11778 -1.10277  C95 1.116
102 H -21.72624 -1.44057 -1.87291  C95 1.089
103 H -20.35794 -1.33244 -0.68676  C95 1.081
104 H -22.39103 -2.28474 0.27953  C96 1.076
105 H -22.60385 -0.59121 2.24110  C97 1.122
106 H -21.62807 0.51750 1.16802  C97 1.105
107 H -19.66179 0.52947 2.77731  C99 1.066
108 H -19.19809 -1.08561 3.22458  C99 1.081
109 H -20.73798 -0.37633 3.74048  C99 1.100
110 H -24.36454 -1.09937 0.30012  N100 0.985
111 H -23.97572 -0.93376 -1.17969  N100 1.002
112 C -21.52569 -9.09019 -1.82840  C113 1.457, H118 1.178, H119 1.063, H120 1.086
113 C -22.87943 -9.61676 -1.94109  C112 1.457, C114 1.506, N117 1.457, H121 1.087
114 C -23.14553 -9.78483 -3.41385  C113 1.506, O115 1.424, H122 1.110, H123 1.114
115 O -23.01212 -8.54960 -4.11031  C114 1.424, C116 1.436
116 C -23.47658 -8.73164 -5.45645  O115 1.436, H124 1.092, H125 1.126, H126 1.051
117 N -23.07057 -10.90328 -1.28372  C113 1.457, H127 1.005, H128 1.020
118 H -20.85066 -9.90010 -2.35353  C112 1.178
119 H -21.19223 -8.98080 -0.82535  C112 1.063
120 H -21.38445 -8.17434 -2.39466  C112 1.086
121 H -23.53718 -8.82450 -1.59202  C113 1.087
122 H -24.18927 -10.13521 -3.55136  C114 1.110
123 H -22.51831 -10.53132 -3.95230  C114 1.114
124 H -22.68638 -9.11418 -6.10586  C116 1.092
125 H -23.65168 -7.66752 -5.77916  C116 1.126
126 H -24.37166 -9.27550 -5.54966  C116 1.051
127 H -22.78935 -10.94362 -0.31993  N117 1.005
128 H -24.04736 -11.18407 -1.36738  N117 1.020
129 C -29.34056 -5.75962 3.02389  C130 1.485, H135 1.086, H136 1.088, H137 1.106
130 C -28.04261 -5.38011 2.41038  C129 1.485, C131 1.569, N134 1.459, H138 1.079
131 C -27.86710 -3.82730 2.55146  C130 1.569, O132 1.344, H139 1.122, H140 1.107
132 O -26.77504 -3.44708 1.86726  C131 1.344, C133 1.387
133 C -27.13374 -2.93711 0.62821  O132 1.387, H141 1.079, H142 1.125, H143 1.122
134 N -26.93121 -6.11255 3.00906  C130 1.459, H144 1.003, H145 1.035
135 H -29.37937 -5.36932 4.03670  C129 1.086
136 H -29.38179 -6.84585 2.98735  C129 1.088
137 H -30.15900 -5.32664 2.41899  C129 1.106
138 H -27.98641 -5.59758 1.35526  C130 1.079
139 H -27.78507 -3.53078 3.63013  C131 1.122
140 H -28.78217 -3.31520 2.19657  C131 1.107
141 H -27.67076 -3.66934 0.04458  C133 1.079
142 H -26.24108 -2.64995 0.00699  C133 1.125
143 H -27.74973 -2.01862 0.81993  C133 1.122
144 H -26.93495 -5.88008 3.98452  N134 1.003
145 H -26.01791 -5.81724 2.62195  N134 1.035

Computed properties:
- Multiplicity: 1
- Gap between HOMO and LUMO: 9.25 eV
- HOMO: -0.32111 Ha
- Calculated total energy: -66871.665 eV